No. 1
Here is C47H56MnN7OSSiTe as an isolated structure at a distorted geometry from the OMol25 dataset. Energies are from wB97M-V/def2-TZVPD.

Properties
* energy relative to the best compared isomer or geometry (same formula, charge and spin): 15.49 kJ/mol
* HOMO (alpha / beta): -9.11 / -9.19 eV
* total energy: -119449.9899 eV
* 2S+1: 6
* molar mass: 977.704 g/mol
* total charge: +1

Structure (XYZ):
```
115
Properties=species:S:1:pos:R:3:lowdin_spin:R:1
Mn 0.19844 -1.02342 -0.40620 4.708
C 7.56263 -3.29595 -0.27782 0.000
C 6.72689 -2.27214 0.48422 0.001
N 5.29334 -2.49838 0.33727 0.002
C 4.37603 -1.93221 -0.45364 0.006
S 2.75370 -2.40456 -0.20331 0.020
N 4.65974 -1.06052 -1.42175 0.001
C 5.92453 -0.56308 -1.95278 0.000
C 6.27894 0.81772 -1.41058 0.000
H 8.62560 -3.09449 -0.14600 0.000
H 7.33354 -3.27877 -1.34386 0.000
H 7.35635 -4.30076 0.09138 0.000
H 6.96710 -1.25704 0.17692 0.000
H 6.94957 -2.34286 1.54910 0.000
H 4.89482 -3.21361 0.92439 0.000
H 3.83172 -0.66705 -1.83939 0.000
H 5.80939 -0.50766 -3.03597 0.000
H 6.71626 -1.27859 -1.74973 0.000
H 5.48444 1.52799 -1.64140 0.000
H 7.20392 1.17583 -1.86244 0.000
H 6.40270 0.79542 -0.32704 0.000
N 1.38124 -0.20121 10.23223 0.000
C 1.26959 -0.54177 9.14091 0.000
C 1.12196 -0.96183 7.77932 0.000
C -0.09122 -1.49794 7.34833 0.000
C -0.23708 -1.89062 6.03127 0.000
C 0.82586 -1.74614 5.14938 0.000
C 2.03811 -1.22336 5.57318 0.000
C 2.18762 -0.83105 6.89111 0.000
N 0.64996 -2.12671 3.78773 0.002
C 0.34321 -3.38784 3.32292 0.001
C 0.17010 -3.26043 1.98072 0.005
N 0.35375 -1.94491 1.62513 0.032
C 0.64007 -1.29235 2.72904 0.007
H -0.91375 -1.59423 8.04294 0.000
H -1.17640 -2.29307 5.67519 0.000
H 2.85628 -1.12604 4.87158 0.000
H 3.12706 -0.42431 7.23818 0.000
H 0.31144 -4.24448 3.97294 0.000
H -0.05382 -4.02207 1.25102 0.000
H 0.83276 -0.23286 2.79542 0.000
C -5.12137 5.84782 -0.09517 0.000
C -4.57934 4.45423 -0.23817 0.000
C -5.10091 3.40252 0.50382 0.000
C -4.67922 2.09531 0.31038 0.000
C -5.28940 0.99923 1.15316 0.000
C -3.69521 1.84062 -0.66360 0.000
Te -3.75194 -0.17050 -1.36755 0.007
N -1.95652 -1.10968 -1.13282 0.031
C -2.33012 -2.30340 -1.62110 0.006
O -3.45008 -2.46797 -2.15469 0.009
C -1.40816 -3.46510 -1.51408 0.007
C -0.08888 -3.38587 -1.95313 0.010
C 0.71302 -4.52207 -1.93384 0.004
C 0.20477 -5.71570 -1.45246 0.000
C -1.10933 -5.79263 -1.00504 0.004
C -1.92208 -4.67339 -1.05034 0.000
C -3.93923 0.27933 -3.43836 0.001
C -5.27498 0.56520 -3.72291 0.000
C -5.67575 0.85747 -5.01353 0.000
C -4.73260 0.85872 -6.02860 0.000
C -3.41469 0.54406 -5.74574 0.000
C -2.98569 0.23439 -4.45555 0.000
C -1.53770 -0.11983 -4.25171 0.000
C -3.09508 2.89787 -1.35364 0.000
C -1.97490 2.64195 -2.32202 0.000
C -3.54756 4.18847 -1.12962 0.000
H -5.97993 5.87386 0.57326 0.000
H -5.43307 6.23173 -1.06722 0.000
H -4.35858 6.52314 0.29659 0.000
H -5.86873 3.60180 1.24312 0.000
H -5.68270 1.40797 2.08276 0.000
H -4.54517 0.24425 1.40376 0.000
H -6.11702 0.50992 0.63414 0.000
H 0.26149 -2.48553 -2.46282 0.004
H 1.72514 -4.47096 -2.30719 0.000
H 0.83206 -6.59733 -1.45771 0.000
H -1.50230 -6.73527 -0.64764 0.000
H -2.95953 -4.71954 -0.74877 0.000
H -6.00819 0.54817 -2.92282 0.000
H -6.71509 1.06452 -5.22943 0.000
H -5.02359 1.08828 -7.04501 0.000
H -2.68798 0.51835 -6.54900 0.000
H -1.12920 -0.54100 -5.16942 0.000
H -1.41574 -0.84313 -3.45218 0.000
H -0.95085 0.76582 -3.99904 0.000
H -1.48607 1.69598 -2.08563 0.000
H -1.23374 3.43754 -2.26094 0.000
H -2.35494 2.60967 -3.34604 0.000
H -3.10129 5.00964 -1.68104 0.000
C 3.22344 1.61836 0.23607 0.000
Si 1.68727 1.82637 -0.85414 0.012
C 1.87478 0.79897 -2.46017 0.014
C 1.61887 3.62906 -1.41797 0.002
N 0.35785 1.06168 -0.05362 0.057
C -0.45170 1.63951 0.90596 0.007
C -0.47949 3.02714 1.14886 0.005
C -1.29115 3.58056 2.12320 0.000
C -2.07352 2.78143 2.94389 0.006
C -2.04302 1.40854 2.74868 0.000
C -1.28770 0.85221 1.73256 0.010
H 4.12956 2.02420 -0.22072 0.000
H 3.38959 0.55878 0.45204 0.000
H 3.07405 2.13622 1.18688 0.000
H 2.88888 0.83528 -2.86745 0.001
H 1.20215 1.16135 -3.23915 0.000
H 1.62494 -0.25185 -2.27083 0.007
H 2.39385 3.81218 -2.16620 0.000
H 1.79595 4.32344 -0.59461 0.000
H 0.66083 3.88678 -1.87207 0.000
H 0.13896 3.67389 0.53901 0.000
H -1.30863 4.65588 2.25717 0.000
H -2.70259 3.21538 3.70959 0.000
H -2.61985 0.76125 3.40049 0.000
H -1.31174 -0.21824 1.57714 0.003
```

---

No. 2
Here is C28H17ClN5O3Pt as an isolated structure from the OMol25 dataset. Energies are from wB97M-V/def2-TZVPD.

Properties
* HOMO (alpha / beta): -10.73 / -10.84 eV
* total energy: -58660.5355 eV
* 2S+1: 3
* molar mass: 702.007 g/mol
* total charge: +1

Structure (XYZ):
```
55
Properties=species:S:1:pos:R:3:nbo_charge:R:1
Pt -1.71447 0.53966 1.05408 1.133
Cl -3.91572 -5.92183 3.96068 0.031
C -3.65661 -4.33248 3.32388 -0.081
C -4.71756 -3.41678 3.28709 -0.168
C -4.53430 -2.15854 2.77230 -0.212
C -3.28233 -1.74907 2.28213 0.376
O -3.20967 -0.53389 1.77214 -0.719
C -2.21463 -2.66947 2.33314 -0.230
C -0.89924 -2.39512 1.83423 0.204
N -0.46542 -1.25903 1.41801 -0.509
C 0.84485 -1.14298 0.87441 0.119
C 1.99290 -1.55777 1.52440 -0.207
C 3.21990 -1.17514 1.00439 -0.180
C 3.28838 -0.32728 -0.09389 -0.203
C 2.15246 0.12754 -0.76590 0.047
C 2.39456 1.19280 -1.84072 -0.247
C 0.89059 2.59459 -2.63102 -0.188
C -0.41419 2.24909 -1.83918 -0.281
N -0.33431 0.11211 -0.71048 -0.349
C 0.92418 -0.39767 -0.30193 0.068
C -2.43005 -3.96658 2.84800 -0.153
H -5.68740 -3.71550 3.66214 0.241
H -5.34937 -1.44948 2.72775 0.233
H -0.20973 -3.24135 1.80220 0.196
H 1.92577 -2.12393 2.44446 0.234
H 4.13150 -1.49146 1.49233 0.237
H 4.25962 0.01488 -0.42952 0.227
H 3.44777 1.15132 -2.10508 0.267
H 0.79672 3.42490 -3.32440 0.256
H -1.29793 2.77506 -2.19576 0.271
H -1.60962 -4.67313 2.86841 0.228
O 3.64809 3.40221 -2.96318 -0.365
N 3.07720 3.64520 -1.92045 0.536
O 3.29770 4.59194 -1.19860 -0.347
C 1.97425 2.69861 -1.53894 0.096
C 1.49690 1.26104 -3.12773 -0.241
C 0.44120 0.25157 -3.04990 0.002
C 0.37231 -0.95208 -3.61591 -0.178
C -0.68749 -1.85909 -3.23271 -0.193
C -1.56056 -1.50312 -2.29160 -0.046
N -1.52771 -0.25287 -1.61557 -0.234
C -0.49301 0.71323 -1.98861 0.226
C -0.04564 2.62580 -0.39544 0.297
N -0.83606 2.49735 0.68699 -0.536
C -0.37652 2.96721 1.86022 0.081
C 0.90285 3.46688 2.02934 -0.245
C 1.77923 3.41186 0.96281 -0.078
C 1.27871 2.99720 -0.26496 -0.123
H 2.07746 1.30559 -4.04357 0.265
H 1.10173 -1.25543 -4.35607 0.238
H -0.79927 -2.80881 -3.73757 0.243
H -2.41905 -2.09958 -2.01748 0.229
H -1.05881 2.88995 2.69571 0.227
H 1.21537 3.82168 3.00052 0.249
H 2.81448 3.70024 1.07439 0.253
```

---

No. 3
Here is C18H15Cl3N5O5SSeV as an isolated structure at a distorted geometry from the OMol25 dataset. Energies are from wB97M-V/def2-TZVPD.

Properties
* energy relative to the best compared isomer or geometry (same formula, charge and spin): 14.68 kJ/mol
* HOMO (alpha / beta): -10.65 / -10.70 eV
* total energy: -176030.1970 eV
* 2S+1: 2
* molar mass: 649.678 g/mol
* total charge: +1

Structure (XYZ):
```
49
Properties=species:S:1:pos:R:3:nbo_charge:R:1
V 0.07029 0.54398 -0.05676 1.055
O -4.49223 -0.29985 -3.85111 -0.613
C -3.43774 -0.12117 -3.05325 0.388
C -2.12006 -0.36154 -3.46692 -0.260
C -1.12684 -0.13764 -2.55621 0.127
N -1.40608 0.30520 -1.33513 -0.436
C -2.65692 0.51398 -0.91671 0.125
C -3.71600 0.31221 -1.74952 -0.226
C -2.63310 0.87049 0.55345 0.776
O -3.55738 0.92507 1.28957 -0.497
O -1.32495 1.02065 0.92310 -0.637
C 0.36881 -0.33843 -2.69112 0.779
O 0.96040 -0.65436 -3.65689 -0.458
O 0.91985 -0.06512 -1.45102 -0.609
H -4.23091 -0.61142 -4.72645 0.501
H -1.88279 -0.71074 -4.46521 0.258
H -4.73726 0.47909 -1.42946 0.272
C 1.20728 -3.83566 2.70644 -0.410
N 0.39027 -2.72670 3.18625 -0.380
C 0.27998 -2.41694 4.61984 -0.221
C -0.69099 -1.22345 4.64123 -0.227
N -0.85394 -0.93347 3.20792 -0.576
C -0.27804 -1.85892 2.43365 0.371
S -0.31699 -1.91898 0.71727 -0.192
H 1.08151 -4.67842 3.38462 0.220
H 2.26438 -3.56341 2.67180 0.207
H 0.88435 -4.12780 1.71359 0.246
H 1.25936 -2.15787 5.02108 0.211
H -0.09326 -3.28279 5.16285 0.222
H -0.27038 -0.36650 5.15929 0.217
H -1.64560 -1.46839 5.09752 0.220
H -1.59293 -0.34567 2.85899 0.441
Se 0.28700 2.96976 -0.45346 0.084
C 1.92291 3.36958 -1.36872 -0.153
C 2.86048 2.43905 -1.79845 -0.307
C 3.96770 2.88789 -2.51088 0.049
N 4.20495 4.16940 -2.79729 -0.407
C 3.30527 5.05124 -2.34538 0.051
C 2.16196 4.70620 -1.63821 -0.286
H 2.75413 1.38455 -1.59830 0.221
H 4.69832 2.17143 -2.87880 0.200
H 3.50801 6.09581 -2.56454 0.203
H 1.47268 5.47286 -1.30150 0.230
Cl 2.91917 1.35896 4.43488 0.115
C 3.55552 0.63306 2.96806 -0.252
Cl 4.03424 -1.03238 3.24350 0.104
Cl 4.84955 1.57086 2.28960 0.148
C 2.44615 0.62788 1.98658 0.458
N 1.57785 0.62539 1.25602 -0.351
```